Run P
9
Properties=species:S:1:pos:R:3:nbo_charge:R:1 method="wB97M-V/def2-TZVPD" gap_ev="8.723 / 8.722" charge=0
C 1.36 -0.49 -0.23 -0.02
C -0.79 -0.07 0.53 0.36
N 0.20 -0.86 0.09 -0.45
O -1.80 -0.03 -0.29 -0.66
H 2.16 -1.00 -0.77 0.20
H 1.31 0.71 -0.19 0.17
H 0.22 1.76 0.40 -0.31
H -1.11 -0.08 1.64 0.22
H -1.54 0.05 -1.18 0.49

***

Run Q
9
Properties=species:S:1:pos:R:3:nbo_charge:R:1 method="wB97M-V/def2-TZVPD" gap_ev="8.640 / 8.557" charge=0
C -0.33 -0.16 0.00 0.44
C 0.50 1.02 -0.04 -0.75
N 0.04 -1.38 0.04 -0.72
O -2.59 0.26 0.04 -0.50
H 1.57 0.82 -0.01 0.19
H 0.24 1.58 -0.94 0.27
H 0.20 1.66 0.79 0.28
H 1.03 -1.67 0.05 0.37
H -0.65 -2.12 0.09 0.42

***

Quick ranking, most stable first: run P, run Q.

***

Run P
14
Properties=species:S:1:pos:R:3:nbo_charge:R:1 method="wB97M-V/def2-TZVPD" gap_ev=6.450 charge=-1
C 1.33 -0.90 2.25 -0.20
O 0.12 -0.93 1.61 -0.98
H 1.21 -0.67 3.33 0.09
H 2.04 -0.13 1.85 0.07
H 1.87 -1.85 2.16 0.09
C -0.95 1.43 -0.69 -0.64
C -0.73 -0.02 -0.95 -0.19
C -0.65 -0.57 -2.15 -0.47
H -1.45 2.02 -1.48 0.17
H 0.06 1.87 -0.61 0.21
H -1.46 1.70 0.22 0.21
H -0.18 -0.43 -0.06 0.31
H -0.20 -1.51 -2.45 0.18
H -1.02 0.00 -3.01 0.14

***

Run Q
14
Properties=species:S:1:pos:R:3:nbo_charge:R:1 method="wB97M-V/def2-TZVPD" gap_ev=6.402 charge=-1
C -0.33 -1.60 -0.80 -0.01
O -0.61 -2.30 0.32 -0.97
C -0.84 -0.17 -0.35 -0.43
C -0.03 0.46 0.79 -0.40
C 1.14 1.40 0.40 -0.62
H -0.93 -1.92 -1.73 0.06
H 0.73 -1.65 -1.20 0.07
H -1.03 0.63 -1.16 0.13
H -1.84 -0.44 0.04 0.21
H -0.73 1.04 1.42 0.17
H 0.33 -0.37 1.43 0.23
H 1.75 1.11 -0.47 0.19
H 0.57 2.26 0.05 0.19
H 1.82 1.56 1.25 0.19

***

Quick ranking, most stable first: run Q, run P.

***

Run P
14
Properties=species:S:1:pos:R:3:nbo_charge:R:1 method="wB97M-V/def2-TZVPD" gap_ev=8.191 charge=+1
C 1.92 0.74 0.92 0.07
C -0.73 0.60 -1.24 -0.59
C -0.22 1.55 -0.10 0.23
C -0.71 -1.86 0.37 -0.69
N 0.86 1.28 0.45 -0.26
S -1.80 -0.45 -0.21 0.26
H 1.84 -0.20 1.35 0.22
H 2.92 1.24 0.68 0.25
H -1.31 1.18 -1.96 0.28
H -0.11 -0.06 -1.84 0.27
H -0.89 2.20 0.34 0.25
H 0.17 -1.86 -0.34 0.23
H -1.38 -2.65 0.20 0.25
H -0.56 -1.70 1.39 0.23

***

Run Q
14
Properties=species:S:1:pos:R:3:nbo_charge:R:1 method="wB97M-V/def2-TZVPD" gap_ev=8.777 charge=+1
C 1.22 -0.51 0.12 0.05
C 2.56 -1.26 0.24 -0.49
C -0.07 -0.85 -0.09 -0.21
C -0.89 1.56 -0.11 -0.46
N -1.10 0.10 -0.36 -0.50
S 3.04 0.61 0.04 0.17
H 2.81 -1.68 -0.76 0.25
H 2.79 -1.85 1.09 0.26
H -0.37 -1.77 0.36 0.26
H -0.04 1.79 -0.79 0.24
H -1.70 2.29 -0.32 0.27
H -0.69 1.83 0.96 0.26
H -1.12 -0.04 -1.43 0.46
H -1.97 -0.17 -0.02 0.44

***

Run R
14
Properties=species:S:1:pos:R:3:nbo_charge:R:1 method="wB97M-V/def2-TZVPD" gap_ev="7.570 / 7.758" charge=+1
C -0.57 0.36 1.68 -0.34
C 0.04 0.73 0.57 -0.05
C -0.21 1.71 2.32 -0.47
C -0.53 -0.71 -1.52 -0.29
N 0.80 -1.44 -1.92 -0.71
S 0.62 2.30 0.79 0.34
H -0.71 -0.57 2.14 0.25
H -1.13 2.19 2.43 0.25
H 0.54 1.82 3.19 0.27
H -0.80 0.04 -2.29 0.23
H -1.23 -1.50 -1.18 0.22
H 1.30 -1.74 -1.13 0.44
H 1.43 -1.00 -2.55 0.44
H 0.44 -2.18 -2.52 0.44

***

Quick ranking, most stable first: run P, run Q, run R.

***

Run P
14
Properties=species:S:1:pos:R:3:nbo_charge:R:1 method="wB97M-V/def2-TZVPD" gap_ev="7.175 / 7.185" charge=+1
C -0.18 -0.73 -3.01 -0.11
C -0.44 0.11 -1.03 -0.59
C -0.24 -0.18 0.35 0.24
C 0.86 -0.28 2.48 -0.46
N 0.85 -0.15 1.06 -0.42
S -0.89 0.04 -4.17 0.34
H -0.13 1.15 -1.35 0.26
H -1.51 0.00 -1.25 0.24
H -1.02 -0.52 0.97 0.21
H 1.59 -0.89 3.09 0.27
H 0.99 0.75 2.98 0.24
H -0.13 -0.55 2.78 0.22
H 1.69 0.12 0.55 0.43
H -1.43 1.12 -3.45 0.13

***

Run Q
14
Properties=species:S:1:pos:R:3:nbo_charge:R:1 method="wB97M-V/def2-TZVPD" gap_ev=9.732 charge=+1
C 0.98 -0.41 -0.18 -0.47
C 0.73 -0.21 1.43 -0.54
C -0.06 0.24 -1.02 -0.04
C -0.82 1.41 0.21 -0.25
N -1.42 0.14 -0.38 -0.53
S 0.23 1.49 1.57 0.42
H 1.87 0.00 -0.55 0.26
H 1.01 -1.52 -0.60 0.26
H 0.02 -0.84 1.82 0.21
H 1.65 -0.24 1.99 0.28
H 0.01 0.58 -2.06 0.28
H -1.10 2.29 -0.31 0.27
H -2.29 0.07 -0.74 0.44
H -1.40 -0.67 0.29 0.43

***

Quick ranking, most stable first: run Q, run P.

***

Run P
13
Properties=species:S:1:pos:R:3:nbo_charge:R:1 method="wB97M-V/def2-TZVPD" gap_ev=8.299 charge=0
C -1.26 -1.80 0.42 0.20
C -0.13 -0.11 -0.64 0.43
C 0.23 1.30 -1.32 -0.21
C 1.28 1.86 -0.66 -0.26
C 1.39 0.96 0.56 0.09
H -2.58 -2.63 1.72 0.33
H -0.28 -1.95 1.09 0.22
H 0.01 1.41 -2.41 0.23
H 2.02 2.73 -0.50 0.25
H 2.22 1.35 1.11 0.18
N -2.66 -2.05 0.68 -0.56
N -1.01 -0.89 -0.59 -0.44
N 0.77 -0.19 0.56 -0.48

***

Run Q
13
Properties=species:S:1:pos:R:3:nbo_charge:R:1 method="wB97M-V/def2-TZVPD" gap_ev=8.802 charge=0
C 2.19 0.23 0.00 -0.05
C 1.56 -0.96 -0.10 -0.15
C -2.02 0.10 -0.07 -0.02
C -1.26 1.25 -0.07 -0.33
C 0.14 0.74 -0.10 0.33
H 3.35 0.26 -0.10 0.22
H 1.97 -1.91 0.10 0.21
H -1.52 -1.71 0.51 0.40
H -3.05 0.08 -0.16 0.22
H -1.47 2.33 0.17 0.25
N 0.06 -0.68 -0.14 -0.22
N -1.28 -0.98 -0.03 -0.35
N 1.33 1.25 0.00 -0.51

***

Run R
13
Properties=species:S:1:pos:R:3:nbo_charge:R:1 method="wB97M-V/def2-TZVPD" gap_ev=8.361 charge=0
C 3.17 0.05 -0.06 -0.06
C -0.16 0.12 0.09 0.30
C -1.20 1.11 0.06 -0.16
C -2.39 0.48 -0.09 -0.31
C -2.08 -0.90 -0.10 0.12
H 3.24 1.09 -0.09 0.18
H 3.93 -0.76 -0.04 0.20
H -0.98 2.24 0.00 0.23
H -3.34 1.00 -0.14 0.23
H -2.73 -1.69 -0.11 0.20
N 2.05 -0.49 -0.05 -0.27
N 1.02 0.57 0.04 -0.22
N -0.80 -1.09 0.14 -0.45

***

Run S
13
Properties=species:S:1:pos:R:3:nbo_charge:R:1 method="wB97M-V/def2-TZVPD" gap_ev=6.284 charge=0
C -2.01 -0.85 0.04 -0.44
C -0.72 -0.27 -0.19 0.14
C -0.55 1.21 -0.18 -0.35
C 1.46 0.34 0.25 0.16
C 2.74 -0.02 0.18 0.23
H -2.32 -1.89 -0.18 0.22
H -2.78 -0.20 -0.22 0.20
H -1.14 1.38 0.70 0.25
H -0.73 1.75 -1.17 0.25
H 0.75 -1.78 1.42 0.14
N 0.87 1.52 0.07 -0.29
N 0.64 -0.64 -0.36 -0.31
N 3.80 -0.54 -0.35 -0.19

***

Quick ranking, most stable first: run Q, run R, run P, run S.

***

Run P
13
Properties=species:S:1:pos:R:3:nbo_charge:R:1 method="wB97M-V/def2-TZVPD" gap_ev=9.241 charge=0
C -1.93 -0.10 0.58 -0.31
C -0.73 -0.11 -0.05 -0.17
C -0.09 1.13 -0.55 0.14
C 1.90 0.56 0.40 0.20
C 0.01 -1.36 -0.54 0.06
H -2.43 0.85 0.79 0.21
H -2.44 -1.03 0.78 0.21
H -0.74 1.92 -0.99 0.20
H 2.64 1.10 1.05 0.20
H -0.51 -2.07 -1.21 0.20
N 1.15 1.41 -0.41 -0.43
N 1.94 -0.74 0.49 -0.28
N 1.23 -1.56 -0.32 -0.21

***

Run Q
13
Properties=species:S:1:pos:R:3:nbo_charge:R:1 method="wB97M-V/def2-TZVPD" gap_ev=8.873 charge=0
C 2.06 -0.01 0.03 -0.02
C 1.35 -1.16 0.16 -0.32
C -0.02 -0.70 -0.07 0.06
C -1.31 1.10 0.10 -0.14
C -0.02 0.69 -0.02 0.03
H 1.52 2.07 -0.29 0.41
H 3.12 0.17 0.07 0.21
H 1.74 -2.19 0.15 0.24
H -2.96 -0.20 -0.03 0.40
H -1.80 1.94 0.48 0.22
N 1.23 1.10 -0.12 -0.54
N -1.26 -1.19 -0.14 -0.25
N -1.97 -0.10 0.03 -0.29

***

Run R
13
Properties=species:S:1:pos:R:3:nbo_charge:R:1 method="wB97M-V/def2-TZVPD" gap_ev=8.204 charge=0
C -1.38 -1.12 -0.13 0.09
C 0.01 -0.73 0.66 -0.20
C 1.80 -0.12 -0.33 0.06
C 1.16 1.10 -0.13 -0.35
C -0.13 0.74 0.40 0.24
H -1.72 1.58 -0.53 0.40
H -1.82 -2.15 -0.31 0.21
H -0.11 -1.04 1.69 0.26
H 2.87 -0.15 -0.78 0.20
H 1.78 2.17 -0.14 0.25
N -1.47 1.01 0.27 -0.50
N -2.15 -0.07 -0.56 -0.24
N 1.17 -1.22 -0.10 -0.42

***

Quick ranking, most stable first: run Q, run P, run R.

***

Run P
13
Properties=species:S:1:pos:R:3:nbo_charge:R:1 method="wB97M-V/def2-TZVPD" gap_ev=9.383 charge=0
C -1.77 0.87 -0.01 -0.34
C -0.14 -0.96 -0.18 -0.01
C 1.22 -1.26 -0.05 -0.30
C 1.81 -0.11 0.23 -0.05
C -0.32 0.39 -0.22 0.11
H -2.09 1.46 -0.85 0.24
H -1.97 1.16 0.97 0.25
H 1.82 -2.23 0.20 0.24
H 2.95 0.11 -0.28 0.21
H 1.46 1.67 -0.30 0.40
N -2.32 -0.53 0.18 -0.12
N -1.49 -1.48 0.07 -0.11
N 0.84 0.88 0.23 -0.53

***

Run Q
13
Properties=species:S:1:pos:R:3:nbo_charge:R:1 method="wB97M-V/def2-TZVPD" gap_ev=8.764 charge=0
C -2.45 0.19 1.27 -0.29
C -1.58 -0.54 0.60 -0.27
C -0.28 0.03 0.22 0.21
C 1.47 1.24 0.09 0.26
C 0.62 -0.52 -0.85 0.33
H -2.18 1.19 1.58 0.21
H -3.46 -0.22 1.57 0.21
H -1.73 -1.58 0.35 0.23
H 2.19 2.06 0.33 0.20
H 1.12 -1.86 -2.19 0.36
N 0.27 1.00 0.87 -0.44
N 1.82 0.40 -0.78 -0.47
N 0.39 -1.68 -1.45 -0.54

***

Quick ranking, most stable first: run Q, run P.

***

Run P
21
Properties=species:S:1:pos:R:3:nbo_charge:R:1 method="wB97M-V/def2-TZVPD" gap_ev=9.876 charge=0
C 0.42 -0.67 0.27 -0.21
N 0.23 0.52 1.04 -0.62
C 0.54 0.03 2.42 -0.04
N 0.33 1.14 3.35 -0.88
C -0.27 -0.59 -1.18 -0.08
C -0.44 0.77 -1.83 -0.48
S -1.30 0.48 -3.52 -0.11
N 0.50 -1.47 -2.08 -0.87
H 1.58 -0.85 0.19 0.18
H 0.07 -1.66 0.66 0.18
H -0.72 0.80 0.96 0.35
H 1.66 -0.26 2.42 0.18
H -0.16 -0.80 2.79 0.15
H 0.18 0.76 4.31 0.36
H -0.33 1.89 3.13 0.37
H -1.31 -0.95 -1.06 0.19
H -1.02 1.62 -1.49 0.23
H 0.61 1.16 -2.08 0.22
H -2.42 1.11 -3.29 0.12
H 1.56 -1.53 -1.98 0.37
H 0.26 -1.48 -3.03 0.37

***

Run Q
21
Properties=species:S:1:pos:R:3:nbo_charge:R:1 method="wB97M-V/def2-TZVPD" gap_ev=9.705 charge=0
C -0.36 0.26 -0.72 -0.22
N -0.95 -0.11 0.56 -0.64
C -2.22 -0.80 0.43 -0.04
N -2.76 -1.07 1.74 -0.85
C 1.09 0.70 -0.56 -0.05
C 1.94 -0.42 0.05 -0.52
S 3.56 0.18 0.64 -0.06
N 1.64 1.02 -1.86 -0.85
H -0.42 -0.58 -1.42 0.20
H -0.89 1.12 -1.15 0.16
H -1.05 0.70 1.16 0.36
H -2.00 -1.73 -0.11 0.16
H -2.93 -0.21 -0.16 0.15
H -2.55 -2.00 2.08 0.37
H -3.74 -0.86 1.82 0.37
H 1.11 1.55 0.15 0.16
H 1.39 -0.93 0.84 0.24
H 2.19 -1.08 -0.78 0.23
H 3.08 1.23 1.33 0.11
H 1.23 1.86 -2.26 0.36
H 2.64 1.16 -1.79 0.37

***

Quick ranking, most stable first: run Q, run P.

***

Run P
96
Properties=species:S:1:pos:R:3:lowdin_charge:R:1 method="wB97M-V/def2-TZVPD" gap_ev=8.518 charge=0
C 0.05 -5.33 2.99 0.01
C -0.33 -4.45 1.82 -0.51
O 0.48 -4.35 0.90 0.01
N -1.50 -3.78 1.69 0.02
C -1.85 -2.98 0.56 -0.07
H 1.13 -5.39 3.16 0.09
H -0.26 -6.33 2.69 0.09
H -0.50 -5.10 3.91 0.07
H -2.22 -4.00 2.37 0.14
H -1.22 -3.06 -0.33 0.09
H -1.89 -1.94 0.87 0.06
H -2.84 -3.23 0.16 0.09
C -1.43 2.29 -4.36 0.02
C -2.10 3.54 -3.75 -0.59
O -3.29 3.75 -3.87 0.03
N -1.36 4.36 -3.08 0.01
C -0.07 4.16 -2.60 -0.10
H -0.38 2.37 -4.62 0.07
H -1.97 2.07 -5.28 0.08
H -1.61 1.44 -3.69 0.07
H -1.84 5.18 -2.75 0.16
H 0.59 4.87 -3.09 0.09
H 0.37 3.16 -2.69 0.08
H 0.00 4.38 -1.54 0.07
C 2.56 -2.70 -2.37 -0.02
C 3.41 -2.55 -1.15 -0.58
O 4.47 -1.97 -1.16 0.04
N 3.02 -3.26 -0.07 0.02
C 3.74 -3.46 1.19 -0.06
H 1.51 -2.49 -2.16 0.05
H 2.59 -3.69 -2.82 0.09
H 2.81 -2.01 -3.18 0.08
H 2.09 -3.66 -0.06 0.08
H 4.50 -2.72 1.43 0.09
H 4.17 -4.46 1.26 0.08
H 2.99 -3.37 1.98 0.05
C -3.09 3.35 0.35 0.02
C -1.95 2.99 1.25 -0.50
O -1.24 2.01 0.99 -0.01
N -1.75 3.70 2.40 0.02
C -0.75 3.49 3.46 -0.04
H -4.02 3.24 0.92 0.09
H -3.06 2.70 -0.53 0.08
H -2.98 4.39 0.07 0.09
H -2.31 4.53 2.51 0.13
H -0.15 4.40 3.49 0.08
H -0.09 2.66 3.21 0.06
H -1.16 3.31 4.45 0.08
C 0.40 -0.47 2.84 0.01
C 1.24 -1.31 3.83 -0.50
O 2.39 -1.61 3.51 0.02
N 0.64 -1.81 4.94 0.00
C 1.16 -2.72 5.90 -0.09
H 0.39 -0.96 1.87 0.07
H 0.69 0.57 2.69 0.07
H -0.64 -0.54 3.17 0.07
H -0.22 -1.36 5.20 0.13
H 1.26 -2.30 6.90 0.08
H 2.17 -2.97 5.59 0.09
H 0.61 -3.65 6.00 0.07
C -0.36 -3.80 -4.65 -0.01
C -1.82 -3.77 -4.75 -0.57
O -2.43 -4.60 -5.40 0.03
N -2.44 -2.78 -4.06 0.01
C -3.86 -2.49 -4.14 -0.08
H 0.21 -2.98 -5.09 0.09
H 0.01 -4.65 -5.22 0.09
H -0.04 -3.85 -3.61 0.07
H -1.83 -2.15 -3.56 0.06
H -4.33 -2.74 -3.18 0.07
H -4.34 -3.09 -4.91 0.08
H -4.09 -1.44 -4.32 0.08
C 2.32 3.82 0.57 0.01
C 2.77 4.56 1.83 -0.53
O 2.54 4.19 2.96 0.04
N 3.44 5.73 1.63 -0.02
C 3.91 6.59 2.63 -0.10
H 1.24 3.67 0.62 0.06
H 2.85 2.88 0.44 0.09
H 2.56 4.44 -0.30 0.07
H 3.59 6.03 0.68 0.13
H 3.24 6.56 3.49 0.09
H 4.06 7.60 2.26 0.09
H 4.83 6.24 3.10 0.09
C 0.77 0.26 -1.27 0.04
C -0.61 -0.35 -1.57 -0.57
O -0.79 -1.17 -2.43 0.02
N -1.64 0.10 -0.89 0.02
C -3.01 -0.31 -1.05 -0.06
H 1.46 0.05 -2.08 0.08
H 1.19 -0.39 -0.50 0.08
H 0.78 1.31 -0.97 0.06
H -1.49 0.80 -0.18 0.05
H -3.06 -1.24 -1.61 0.06
H -3.42 0.44 -1.74 0.09
H -3.53 -0.43 -0.10 0.09

***

Run Q
96
Properties=species:S:1:pos:R:3:lowdin_charge:R:1 method="wB97M-V/def2-TZVPD" gap_ev=9.167 charge=0
C -7.79 6.39 1.67 -0.32
O -7.23 6.41 0.57 -0.01
N -8.01 5.31 2.47 -0.19
C -7.37 4.03 2.31 -0.07
C -8.89 5.28 3.62 -0.07
H -8.22 7.31 2.11 0.13
H -8.01 3.18 2.53 0.08
H -6.70 3.84 3.15 0.08
H -6.72 3.85 1.45 0.10
H -8.21 5.27 4.48 0.09
H -9.53 6.08 3.99 0.09
H -9.56 4.42 3.55 0.09
C 9.63 -0.29 3.14 -0.32
O 10.68 -0.74 3.64 -0.02
N 9.41 -0.25 1.80 -0.19
C 8.10 0.27 1.30 -0.05
C 10.26 -0.95 0.83 -0.05
H 8.84 0.16 3.77 0.13
H 8.11 0.50 0.23 0.08
H 7.98 1.23 1.79 0.08
H 7.23 -0.31 1.59 0.08
H 10.89 -1.69 1.33 0.08
H 9.77 -1.42 -0.02 0.08
H 10.91 -0.17 0.43 0.09
C -9.72 -1.63 -1.54 -0.30
O -9.22 -2.78 -1.61 -0.03
N -9.81 -0.83 -2.63 -0.18
C -10.05 0.55 -2.32 -0.09
C -9.35 -1.23 -3.96 -0.04
H -10.03 -1.19 -0.58 0.13
H -9.41 1.29 -2.80 0.09
H -10.03 0.86 -1.28 0.08
H -11.05 0.81 -2.66 0.09
H -8.37 -0.83 -4.22 0.09
H -9.31 -2.32 -3.99 0.09
H -9.90 -0.90 -4.84 0.08
C 5.06 -6.96 -0.79 -0.40
O 5.79 -6.48 0.00 0.05
N 4.71 -6.37 -1.94 -0.20
C 3.60 -6.81 -2.68 -0.09
C 5.32 -5.05 -2.32 -0.02
H 4.53 -7.90 -0.55 0.14
H 3.17 -7.67 -2.16 0.08
H 3.98 -7.11 -3.65 0.10
H 2.79 -6.08 -2.59 0.09
H 4.87 -4.31 -1.66 0.09
H 6.37 -4.98 -2.04 0.08
H 5.38 -4.83 -3.39 0.09
C -1.28 0.70 -2.35 -0.36
O -1.04 1.01 -1.21 0.02
N -0.43 0.03 -3.15 -0.19
C -0.71 -0.40 -4.50 -0.07
C 0.96 -0.18 -2.85 -0.06
H -2.21 1.04 -2.83 0.14
H -0.55 -1.47 -4.66 0.09
H -0.08 0.21 -5.15 0.09
H -1.72 -0.22 -4.88 0.09
H 1.20 -1.24 -2.96 0.09
H 1.63 0.31 -3.55 0.09
H 1.25 0.16 -1.85 0.09
C -3.22 6.58 6.88 -0.34
O -3.77 7.49 7.55 -0.03
N -2.11 5.90 7.10 -0.19
C -1.32 5.41 5.96 -0.04
C -1.46 6.09 8.36 -0.06
H -3.63 6.56 5.86 0.13
H -1.79 5.37 4.98 0.09
H -1.01 4.37 6.02 0.08
H -0.34 5.90 5.98 0.09
H -0.63 6.71 8.04 0.09
H -1.87 6.74 9.13 0.09
H -1.16 5.20 8.91 0.09
C -3.05 -3.27 5.32 -0.31
O -3.04 -3.48 6.54 -0.01
N -3.47 -4.23 4.45 -0.22
C -4.19 -5.41 4.87 -0.05
C -3.25 -4.07 3.03 -0.07
H -2.82 -2.30 4.84 0.13
H -4.18 -6.23 4.15 0.08
H -5.23 -5.06 4.89 0.09
H -3.94 -5.73 5.88 0.09
H -2.45 -3.35 2.82 0.09
H -3.11 -5.03 2.52 0.09
H -4.17 -3.60 2.71 0.09
C 9.09 1.04 -6.39 -0.32
O 7.95 0.91 -5.92 0.00
N 9.49 0.67 -7.63 -0.22
C 10.80 0.20 -7.85 -0.08
C 8.47 0.21 -8.63 -0.04
H 9.98 1.18 -5.76 0.13
H 10.75 -0.82 -7.47 0.10
H 11.37 0.90 -7.24 0.09
H 11.00 0.12 -8.92 0.10
H 7.53 0.55 -8.19 0.08
H 8.48 0.48 -9.68 0.08
H 8.42 -0.88 -8.68 0.08

***

Quick ranking, most stable first: run P, run Q.